1.
A cluster of 9 separate species, C18H54O9S7 in total. Source: the Open Molecules 2025 dataset; level of theory: ωB97M-V/def2-TZVPD.

Each line ends with the Löwdin charge.
Element x y z (Å)
C: 48.141 39.595 42.567  -0.109
C: 48.553 40.865 41.934  -0.367
O: 49.005 40.626 40.624  -0.119
H: 47.516 39.081 41.875  0.035
H: 47.501 39.801 43.610  0.144
H: 49.094 38.955 42.826  0.073
H: 49.330 41.527 42.459  0.097
H: 47.560 41.486 41.993  0.140
H: 49.697 39.955 40.517  0.038
C: 52.223 39.296 41.254  -0.029
C: 52.046 38.763 39.872  -0.340
O: 50.738 38.743 39.459  -0.080
H: 51.455 38.901 41.873  0.079
H: 51.958 40.212 41.210  -0.008
H: 53.267 39.150 41.436  0.067
H: 52.400 37.722 39.888  0.091
H: 52.592 39.324 39.121  0.105
H: 50.772 38.420 38.604  -0.035
C: 51.849 42.760 38.615  -0.247
S: 53.153 42.910 37.366  0.805
O: 54.530 42.795 37.974  -0.565
C: 52.873 41.428 36.379  -0.265
H: 52.309 42.048 39.356  0.045
H: 51.005 42.388 38.215  -0.005
H: 51.797 43.734 39.313  0.094
H: 52.981 41.921 35.390  0.049
H: 51.847 41.131 36.261  0.027
H: 53.388 40.491 36.774  0.080
C: 49.606 35.855 41.235  -0.242
S: 48.355 36.206 40.011  0.790
O: 48.491 34.982 39.129  -0.558
C: 46.983 35.955 41.020  -0.322
H: 49.609 36.208 42.226  0.025
H: 50.486 36.578 41.027  0.071
H: 49.797 34.862 41.262  0.023
H: 47.075 35.069 41.722  0.078
H: 46.079 35.845 40.305  0.083
H: 46.799 36.995 41.609  0.093
C: 50.370 38.155 45.143  -0.329
S: 51.596 37.415 46.135  0.821
O: 51.571 35.964 45.807  -0.551
C: 52.985 38.079 45.177  -0.236
H: 49.322 38.042 45.525  0.073
H: 50.214 37.792 44.124  0.022
H: 50.495 39.241 45.007  0.065
H: 53.105 39.032 45.528  0.017
H: 52.849 37.678 44.157  0.051
H: 53.857 37.535 45.531  0.052
C: 52.059 43.331 42.025  -0.303
S: 52.755 43.582 43.631  0.804
O: 53.052 42.229 44.209  -0.574
C: 54.368 44.080 43.096  -0.300
H: 52.521 42.666 41.356  -0.006
H: 52.171 44.138 41.364  0.017
H: 50.948 42.752 42.233  0.129
H: 55.130 44.277 43.966  0.102
H: 54.294 45.000 42.524  0.036
H: 54.726 43.402 42.270  0.075
C: 45.565 40.553 37.444  -0.248
S: 46.866 39.628 38.305  0.819
O: 46.199 38.329 38.657  -0.576
C: 47.906 39.340 36.906  -0.297
H: 45.962 41.313 36.954  -0.017
H: 44.764 40.836 38.117  0.050
H: 45.009 39.856 36.738  0.089
H: 48.501 40.297 36.871  0.062
H: 47.476 38.970 35.883  0.105
H: 48.630 38.512 37.113  0.032
C: 54.920 36.987 41.852  -0.348
S: 55.043 36.393 40.312  0.851
O: 53.698 35.800 40.028  -0.549
C: 55.179 37.964 39.405  -0.249
H: 54.081 37.678 42.310  0.092
H: 55.626 37.603 42.100  -0.017
H: 55.177 36.188 42.647  0.111
H: 54.852 37.833 38.294  0.072
H: 56.202 38.493 39.721  0.120
H: 54.629 38.779 39.546  -0.043
C: 50.715 35.540 37.139  -0.286
S: 51.554 36.937 36.321  0.883
O: 51.066 38.289 36.959  -0.566
C: 53.270 36.572 36.699  -0.262
H: 51.184 34.536 36.773  0.082
H: 49.548 35.405 37.081  0.078
H: 50.955 35.536 38.309  0.086
H: 53.605 35.600 36.266  0.089
H: 53.383 36.518 37.816  0.027
H: 53.743 37.405 36.335  0.002

Properties
**Kohn-Sham gap**: 8.82 eV
**Energy above the lowest of the compared OMol25 structures with the same formula, charge and spin**: 0.0 kcal per mole
**LUMO energy**: 0.27 eV
**Total energy**: -4182.1199 a.u.
**M**: 639.1 Da
**HOMO energy**: -8.5 eV

---

2.
A structure of composition C3H5N3. Source: the Open Molecules 2025 dataset; level of theory: ωB97M-V/def2-TZVPD.

Each line ends with the natural charge from an NBO analysis.
Element x y z (Å)
C: -1.602 -0.449 -0.019  -0.400
N: -0.243 -0.312 -0.280  -0.098
C: 0.164 0.961 0.115  -0.094
N: 1.514 0.889 0.366  -0.445
C: 1.806 -0.330 -0.051  0.159
N: 0.773 -1.118 -0.467  -0.254
H: -2.176 -1.062 -0.713  0.203
H: -1.832 -0.623 1.027  0.212
H: -1.084 1.011 0.624  0.256
H: -0.131 1.767 -0.563  0.259
H: 2.811 -0.733 -0.040  0.204

Properties
**Kohn-Sham gap (spin up / spin down)**: 8.32 / 8.32 eV
**Energy above the lowest of the compared OMol25 structures with the same formula, charge and spin**: 117.9 kcal per mole
**LUMO energy (spin up / spin down)**: -0.48 / -0.48 eV
**Total energy**: -281.4022 a.u.
**M**: 83.1 Da
**HOMO energy (spin up / spin down)**: -8.8 / -8.8 eV

---

3.
A cluster of 4 separate species, C32H42F5N8O4S in total. Source: the Open Molecules 2025 dataset; level of theory: ωB97M-V/def2-TZVPD.

Each line ends with the Löwdin charge.
Element x y z (Å)
C: -1.322 -1.167 4.766  -0.088
C: -1.620 -1.438 3.289  -0.141
C: -2.659 -0.500 2.736  -0.458
O: -3.426 0.135 3.408  0.152
O: -2.797 -0.431 1.354  0.002
C: -1.656 -0.281 0.546  -0.162
C: -1.073 1.134 0.714  -0.046
N: 0.379 1.094 0.479  0.191
C: 1.146 2.013 -0.011  -0.262
N: 2.506 1.862 -0.118  0.109
C: 3.011 0.853 -1.032  -0.167
C: 2.442 -0.407 -1.113  0.005
C: 2.927 -1.310 -2.042  -0.107
N: 3.940 -1.053 -2.861  0.087
C: 4.494 0.145 -2.758  -0.104
C: 4.081 1.129 -1.864  0.015
C: 3.083 3.247 -0.200  -0.203
C: 4.298 3.401 0.671  -0.164
C: 5.530 3.767 0.143  -0.016
C: 6.616 3.870 0.999  -0.034
C: 6.429 3.601 2.352  -0.114
N: 5.249 3.267 2.874  0.084
C: 4.219 3.175 2.047  -0.093
C: 1.877 4.080 0.238  -0.064
N: 0.722 3.331 -0.332  -0.071
S: 0.476 3.618 -1.978  0.770
O: 0.979 2.512 -2.724  -0.204
O: 0.920 4.948 -2.210  -0.203
C: -1.391 3.643 -2.225  -0.457
F: -1.612 4.723 -2.959  0.166
F: -2.034 3.764 -1.063  0.145
C: -1.916 2.388 -2.987  -0.581
F: -3.241 2.414 -2.949  0.210
F: -1.497 1.275 -2.361  0.135
F: -1.503 2.389 -4.235  0.220
H: -0.343 -1.569 5.031  0.080
H: -1.307 -0.098 4.979  0.081
H: -2.053 -1.634 5.415  0.026
H: -1.988 -2.460 3.171  0.140
H: -0.691 -1.392 2.718  0.095
H: -0.897 -1.043 0.757  0.119
H: -1.971 -0.443 -0.483  0.085
H: -1.263 1.510 1.719  0.152
H: -1.507 1.781 -0.025  0.098
H: 0.842 0.241 0.764  0.150
H: 1.618 -0.729 -0.497  0.092
H: 2.442 -2.277 -2.117  0.078
H: 5.318 0.363 -3.428  0.120
H: 4.587 2.082 -1.861  0.097
H: 3.322 3.523 -1.229  0.144
H: 5.657 3.972 -0.915  0.121
H: 7.594 4.155 0.636  0.113
H: 7.268 3.657 3.036  0.115
H: 3.270 2.894 2.497  0.115
H: 1.890 5.122 -0.061  0.145
H: 1.765 4.024 1.321  0.136
C: 0.720 -3.903 -6.340  -0.107
C: 2.106 -3.480 -5.875  -0.253
C: 2.642 -4.372 -4.747  -0.178
C: 1.744 -4.318 -3.593  -0.242
N: 1.023 -4.222 -2.706  0.144
H: -0.006 -3.831 -5.530  0.045
H: 0.368 -3.259 -7.144  0.075
H: 0.718 -4.931 -6.708  0.083
H: 2.075 -2.448 -5.518  0.106
H: 2.810 -3.506 -6.707  0.111
H: 3.630 -4.042 -4.424  0.117
H: 2.723 -5.410 -5.072  0.124
C: -5.596 -0.476 6.958  -0.107
C: -5.420 -0.888 8.414  -0.257
C: -3.969 -0.758 8.895  -0.184
C: -3.067 -1.609 8.120  -0.214
N: -2.370 -2.290 7.518  0.156
H: -5.018 -1.116 6.290  0.066
H: -6.642 -0.550 6.662  0.074
H: -5.275 0.555 6.797  0.078
H: -5.751 -1.919 8.551  0.113
H: -6.046 -0.265 9.054  0.109
H: -3.879 -1.041 9.944  0.120
H: -3.628 0.274 8.799  0.121
C: -2.476 -1.311 -2.759  -0.121
C: -3.484 -2.448 -2.878  -0.235
C: -3.028 -3.542 -3.849  -0.181
C: -2.841 -3.026 -5.205  -0.242
N: -2.676 -2.614 -6.262  0.159
H: -2.337 -0.805 -3.716  0.077
H: -2.822 -0.569 -2.037  0.045
H: -1.502 -1.688 -2.431  0.082
H: -4.447 -2.053 -3.204  0.117
H: -3.642 -2.905 -1.900  0.112
H: -3.761 -4.348 -3.894  0.122
H: -2.080 -3.974 -3.518  0.109

Properties
**Kohn-Sham gap**: 8.65 eV
**Energy above the lowest of the compared OMol25 structures with the same formula, charge and spin**: 0.0 kcal per mole
**LUMO energy**: -4.05 eV
**Total energy**: -2880.7972 a.u.
**Net charge**: +1
**M**: 729.8 Da
**HOMO energy**: -12.7 eV